one | {
  "formula": "C4H10NO2",
  "method": "the ωB97M-V functional and the def2-TZVPD basis",
  "homo_energy_ev": -15.43,
  "mol_weight_g_mol": 104.13,
  "charge": 1,
  "gap_ha": 0.449,
  "elements": ["C", "C", "C", "C", "O", "O", "N", "H", "H", "H", "H", "H", "H", "H", "H", "H", "H"],
  "positions_angstrom": [[-0.8492, -1.0263, -0.0026], [0.0697, -0.5361, -1.1337], [0.6074, 0.8663, -0.9685], [0.2183, 1.5359, 0.3059], [-0.2885, 2.7603, 0.0534], [0.2888, 1.0929, 1.4253], [0.0301, -1.4872, 1.1700], [-1.4313, -0.1990, 0.3980], [-1.5526, -1.8236, -0.2153], [-0.4775, -0.7091, -2.0575], [0.8897, -1.2591, -1.2456], [0.4020, 1.4539, -1.8581], [1.6998, 0.8110, -0.9425], [-0.3546, 3.2551, 0.8984], [-0.4132, -2.1332, 1.8313], [0.8042, -1.9998, 0.7533], [0.3570, -0.6021, 1.5884]]
}

=====

two | {
  "formula": "C4H10NO2",
  "method": "the ωB97M-V functional and the def2-TZVPD basis",
  "homo_energy_ev": [-14.14, -14.14],
  "mol_weight_g_mol": 104.13,
  "charge": 1,
  "gap_ha": [0.279, 0.279],
  "elements": ["C", "C", "C", "C", "N", "O", "O", "H", "H", "H", "H", "H", "H", "H", "H", "H", "H"],
  "positions_angstrom": [[1.0612, -0.8857, -0.9374], [2.4429, 0.9727, 0.3884], [-2.3113, -0.7286, 0.8691], [1.1733, 0.3828, -0.1158], [-1.8859, -0.0375, -0.2824], [-2.5816, 1.0064, -0.4998], [0.1412, 0.8321, 0.3510], [0.9444, -1.7993, -0.3079], [0.1973, -0.9176, -1.4854], [2.0221, -1.0413, -1.3836], [3.1237, 1.0531, -0.5053], [2.7467, 0.3536, 1.1088], [2.3374, 2.0417, 0.8274], [-3.2793, -0.3003, 1.2964], [-1.6232, -0.5256, 1.5721], [-2.3358, -1.7609, 0.4300], [-2.1729, 1.3544, -1.3256]]
}

=====

three | {
  "formula": "C4H10NO2",
  "method": "the ωB97M-V functional and the def2-TZVPD basis",
  "homo_energy_ev": -16.11,
  "mol_weight_g_mol": 104.13,
  "charge": 1,
  "gap_ha": 0.454,
  "elements": ["C", "C", "C", "C", "N", "O", "O", "H", "H", "H", "H", "H", "H", "H", "H", "H", "H"],
  "positions_angstrom": [[-0.4827, -0.0809, -1.4699], [-0.5499, -0.8151, 0.9186], [-0.3059, 1.6132, 0.4965], [-0.8958, 0.3195, -0.0695], [1.1133, -0.3389, -1.5772], [-0.9464, 0.2979, -2.6574], [-1.1151, -1.0923, -2.2270], [0.4500, -0.9508, 0.9477], [-1.1458, -1.6984, 0.7694], [-0.7712, -0.4820, 1.9181], [0.6854, 1.5206, 0.9365], [-1.0431, 1.9446, 1.1723], [-0.2618, 2.4729, -0.3223], [-1.9205, 0.2478, -0.1131], [1.1159, -0.9285, -2.3521], [1.5619, -0.7031, -0.7190], [1.3244, 0.6449, -1.8907]]
}

=====

four | {
  "formula": "C4H10NO2",
  "method": "the ωB97M-V functional and the def2-TZVPD basis",
  "homo_energy_ev": -15.19,
  "mol_weight_g_mol": 104.13,
  "charge": 1,
  "gap_ha": 0.432,
  "elements": ["O", "C", "C", "N", "C", "C", "O", "H", "H", "H", "H", "H", "H", "H", "H", "H", "H"],
  "positions_angstrom": [[-0.1142, -1.8388, -1.5078], [-0.4712, -0.7489, -2.1954], [0.1988, 0.3942, -1.3593], [0.8356, -0.0168, 0.0593], [0.3736, 0.9947, 1.1447], [-0.5598, 0.3856, 2.1266], [-1.1762, -0.8016, -3.1485], [-0.5685, -2.7265, -1.8812], [-0.5818, 1.0767, -1.0501], [0.8414, 0.8951, -2.1009], [1.8240, -0.1233, -0.1560], [0.6447, -1.0273, 0.2589], [1.2648, 1.3027, 1.7568], [0.0325, 1.9072, 0.6307], [-0.0440, 0.1599, 3.1164], [-1.5226, 0.8296, 2.3935], [-0.9770, -0.6626, 1.9124]]
}

=====

Energies relative to the most stable structure are one 0.0000; two 0.2058; three 0.1929; four 0.0698, reported in hartree.

=====

one | {
  "formula": "C3H11NO3S",
  "method": "the ωB97M-V functional and the def2-TZVPD basis",
  "homo_energy_ev": -0.05,
  "mol_weight_g_mol": 141.19,
  "charge": -2,
  "gap_ha": 0.220,
  "elements": ["C", "C", "S", "N", "C", "O", "H", "H", "H", "H", "H", "H", "H", "H", "H", "O", "H", "H", "O"],
  "positions_angstrom": [[-1.3919, 0.7108, 0.6587], [-2.8233, 0.5008, 0.0511], [-3.7138, 2.0961, -0.0235], [-0.6284, -0.5710, 0.9940], [0.1443, -1.0292, -0.1638], [1.2805, -0.2664, -0.4821], [-1.5937, 1.1678, 1.5620], [-0.7325, 1.2613, 0.0038], [-2.7416, 0.0872, -0.9706], [-3.4380, -0.1349, 0.7137], [0.0442, -0.1780, 1.6414], [0.4972, -2.0446, 0.2568], [-0.5355, -1.2211, -1.0677], [5.4091, -0.4335, -1.6964], [4.8045, -1.3222, -0.5128], [5.6412, -1.2164, -1.1846], [2.0706, -0.8512, -0.1227], [3.2320, -2.1538, 1.1145], [3.2319, -1.6187, 0.3193]]
}

=====

two | {
  "formula": "C3H11NO3S",
  "method": "the ωB97M-V functional and the def2-TZVPD basis",
  "homo_energy_ev": -0.06,
  "mol_weight_g_mol": 141.19,
  "charge": -2,
  "gap_ha": 0.223,
  "elements": ["C", "O", "C", "C", "S", "N", "H", "H", "H", "H", "H", "H", "H", "H", "H", "O", "H", "H", "O"],
  "positions_angstrom": [[-0.0075, -0.2963, -0.6469], [1.0363, 0.5852, -0.9954], [-1.2761, 0.5101, -0.3517], [-2.5317, -0.2327, -1.0409], [-3.1678, -1.6564, -0.0404], [-1.6009, 0.8768, 1.0488], [-0.2420, -1.0256, -1.4267], [0.2171, -0.8923, 0.2081], [-1.3604, 1.4351, -0.9303], [-2.1596, -0.6910, -1.9906], [-3.2853, 0.4566, -1.5704], [-2.2603, 0.2508, 1.4604], [-0.7871, 0.8030, 1.6414], [3.7242, -0.2055, -0.5284], [1.8601, 0.4655, -0.4939], [3.7673, 0.4760, 0.1674], [3.0395, -0.1724, 0.9853], [2.4635, 0.0342, 2.5461], [2.5707, -0.7210, 1.9581]]
}

=====

three | {
  "formula": "C3H11NO3S",
  "method": "the ωB97M-V functional and the def2-TZVPD basis",
  "homo_energy_ev": 0.39,
  "mol_weight_g_mol": 141.19,
  "charge": -2,
  "gap_ha": 0.207,
  "elements": ["C", "O", "C", "C", "S", "N", "H", "H", "H", "H", "H", "H", "H", "H", "H", "O", "H", "H", "O"],
  "positions_angstrom": [[-0.4710, -1.0002, -0.9007], [-1.3054, -0.4359, -1.8162], [-0.4272, -0.6633, 0.6400], [0.1698, -1.8573, 1.3583], [1.9154, -2.2448, 1.1056], [0.3250, 0.6038, 0.7709], [-0.6496, -2.1337, -0.9692], [0.4350, -0.8600, -1.2810], [-1.4866, -0.5763, 1.1059], [-0.4586, -2.8597, 1.3584], [-0.1271, -1.6400, 2.4340], [0.2641, 0.9510, 1.7214], [1.3699, 0.4551, 0.4640], [0.6711, 1.2643, -2.0927], [-0.8784, 0.7517, -1.9034], [-0.1385, 1.7210, -1.9521], [-0.2378, 2.7791, -0.5416], [0.8084, 2.4946, 0.3860], [0.2216, 3.2507, 0.1124]]
}

=====

Energies relative to the most stable structure are one 0.0000; two 0.0181; three 0.0593, reported in hartree.

=====

one | {
  "formula": "C3H10NO2P",
  "method": "the ωB97M-V functional and the def2-TZVPD basis",
  "homo_energy_ev": -9.55,
  "mol_weight_g_mol": 123.09,
  "charge": 0,
  "gap_ha": 0.375,
  "elements": ["C", "C", "C", "N", "O", "O", "P", "H", "H", "H", "H", "H", "H", "H", "H", "H", "H"],
  "positions_angstrom": [[0.0002, -0.9676, 1.9407], [2.1366, -0.2443, 0.2595], [-0.5371, 0.8785, -0.5747], [-2.2579, 0.9335, -2.3146], [0.2330, -2.0925, -0.5913], [-0.9510, 0.5245, -1.8460], [0.3540, -0.8291, 0.0770], [-1.1245, -1.0557, 2.2658], [0.6574, -1.9055, 2.1072], [0.4190, -0.1676, 2.4856], [2.5244, -1.2181, 0.1036], [2.2953, 0.5265, -0.5420], [2.2988, 0.1864, 1.1951], [0.2500, 1.7069, -0.6398], [-1.2464, 1.0025, 0.2779], [-2.8559, 0.8896, -1.5177], [-2.1958, 1.8321, -2.6861]]
}

=====

two | {
  "formula": "C3H10NO2P",
  "method": "the ωB97M-V functional and the def2-TZVPD basis",
  "homo_energy_ev": [-9.46, -6.73],
  "mol_weight_g_mol": 123.09,
  "charge": 0,
  "gap_ha": [0.337, 0.192],
  "elements": ["C", "C", "C", "N", "O", "O", "P", "H", "H", "H", "H", "H", "H", "H", "H", "H", "H"],
  "positions_angstrom": [[3.0865, 0.3013, 1.2050], [-2.7001, 0.9653, 0.7897], [0.0936, -1.9848, -0.2167], [-1.3577, 0.3242, -1.8086], [2.3442, -0.4283, 0.3263], [-1.6860, 0.0393, 0.7719], [-0.7260, -0.3090, -0.5183], [3.3277, -0.2118, 2.1735], [2.5452, 1.2723, 1.3915], [4.0509, 0.6078, 0.6749], [-3.5396, 0.2962, 0.5346], [-2.5970, 1.7585, 0.0099], [-2.9332, 1.3115, 1.7429], [0.3756, -2.2957, -1.2392], [0.9327, -1.6897, 0.4309], [-0.6680, -2.5277, 0.2120], [-0.7660, -0.0179, -2.5538]]
}

=====

three | {
  "formula": "C3H10NO2P",
  "method": "the ωB97M-V functional and the def2-TZVPD basis",
  "homo_energy_ev": -9.00,
  "mol_weight_g_mol": 123.09,
  "charge": 0,
  "gap_ha": 0.366,
  "elements": ["C", "C", "C", "N", "O", "O", "P", "H", "H", "H", "H", "H", "H", "H", "H", "H", "H"],
  "positions_angstrom": [[-0.9239, 0.9780, -1.9860], [-1.4772, 0.8667, 0.3704], [2.1510, -0.6603, 1.7955], [-0.4503, 0.7159, -0.6427], [-0.3346, -2.1056, -0.3687], [1.0665, -0.0889, 1.0947], [0.8140, -0.3419, -0.4820], [-0.1162, 0.8224, -2.6969], [-1.7496, 0.3121, -2.2530], [-1.2721, 2.0114, -2.0619], [-2.4046, 0.3877, 0.0461], [-1.1500, 0.3990, 1.2949], [-1.6690, 1.9279, 0.5512], [3.0242, -0.8061, 1.1563], [1.8566, -1.6215, 2.2214], [2.4049, 0.0292, 2.6021], [0.2302, -2.8259, -0.6414]]
}

=====

Energies relative to the most stable structure are one 0.0904; two 0.1574; three 0.0000, reported in hartree.

=====

one | {
  "formula": "C3H10NO2P",
  "method": "the ωB97M-V functional and the def2-TZVPD basis",
  "homo_energy_ev": -9.40,
  "mol_weight_g_mol": 123.09,
  "charge": 0,
  "gap_ha": 0.372,
  "elements": ["C", "C", "C", "N", "O", "O", "P", "H", "H", "H", "H", "H", "H", "H", "H", "H", "H"],
  "positions_angstrom": [[-1.8731, -0.1953, 1.6491], [2.6840, -0.2976, 0.7159], [-0.2449, 0.4492, -1.8724], [-0.8142, 0.4525, 0.8630], [0.1666, -1.9246, -0.0629], [1.6089, 0.3592, -0.0220], [0.1327, -0.2477, -0.2320], [-2.8059, 0.4552, 1.7154], [-2.2175, -1.1708, 1.3375], [-1.5075, -0.4247, 2.6719], [2.8169, -1.2513, 0.3287], [2.4057, -0.2434, 1.7768], [3.5309, 0.3878, 0.6440], [0.1100, 1.5222, -1.8689], [0.3356, -0.2030, -2.5815], [-1.2443, 0.6646, -2.0411], [-0.8065, 1.4659, 0.8473]]
}

=====

two | {
  "formula": "C3H10NO2P",
  "method": "the ωB97M-V functional and the def2-TZVPD basis",
  "homo_energy_ev": -7.58,
  "mol_weight_g_mol": 123.09,
  "charge": 0,
  "gap_ha": 0.303,
  "elements": ["C", "C", "C", "N", "O", "O", "P", "H", "H", "H", "H", "H", "H", "H", "H", "H", "H"],
  "positions_angstrom": [[1.7733, 0.4508, -1.0095], [-2.0028, 0.2448, -1.1161], [1.5188, -0.3696, 0.2248], [1.7042, 0.2150, 1.4318], [-1.7677, -1.6378, 0.6993], [-1.2867, 0.6903, 1.4961], [-1.0019, -0.2051, 0.3489], [1.1306, 1.3173, -0.9190], [1.5259, -0.1776, -1.9008], [2.8981, 0.6530, -0.9871], [-1.7495, 1.0951, -1.6091], [-2.2409, -0.5041, -1.7901], [-3.0122, 0.4773, -0.5870], [1.6987, -1.3791, 0.3352], [1.3475, 1.1619, 1.4552], [1.5630, -0.2456, 2.2470], [-2.0982, -1.7865, 1.6805]]
}

=====

Energies relative to the most stable structure are one 0.0000; two 0.0374, reported in hartree.

=====

one | {
  "formula": "C2H5N2O",
  "method": "the ωB97M-V functional and the def2-TZVPD basis",
  "homo_energy_ev": [-15.13, -13.09],
  "mol_weight_g_mol": 73.07,
  "charge": 1,
  "gap_ha": [0.353, 0.210],
  "elements": ["C", "C", "N", "N", "O", "H", "H", "H", "H", "H"],
  "positions_angstrom": [[-0.6616, 0.3764, 0.0554], [1.7509, -0.0742, -0.0986], [-3.6365, 0.0586, 0.6259], [0.3622, -0.2298, 0.4255], [-4.0248, -0.0988, -0.3989], [-0.4665, 1.1452, -0.8030], [2.6143, -0.7482, 0.3108], [2.1646, 0.8680, -0.1181], [1.6519, -0.4257, -1.2565], [0.2455, -0.8716, 1.2574]]
}

=====

two | {
  "formula": "C2H5N2O",
  "method": "the ωB97M-V functional and the def2-TZVPD basis",
  "homo_energy_ev": -15.19,
  "mol_weight_g_mol": 73.07,
  "charge": 1,
  "gap_ha": 0.338,
  "elements": ["C", "C", "N", "N", "O", "H", "H", "H", "H", "H"],
  "positions_angstrom": [[0.9864, -0.6423, -0.0287], [-1.4150, 0.8127, 0.0551], [-0.3325, -1.2454, 0.0247], [1.0124, 0.6118, -0.1570], [-1.4355, -0.4602, -0.2009], [1.8766, -1.3021, -0.1770], [-0.5165, -2.2251, -0.0400], [-0.8424, 1.4277, 0.8488], [-2.3352, 1.1481, -0.4444], [1.9048, 1.1355, -0.3478]]
}

=====

Energies relative to the most stable structure are one 0.0545; two 0.0000, reported in hartree.

=====

one | {
  "formula": "C2H5N2O",
  "method": "the ωB97M-V functional and the def2-TZVPD basis",
  "homo_energy_ev": [-15.12, -15.08],
  "mol_weight_g_mol": 73.07,
  "charge": 1,
  "gap_ha": [0.281, 0.284],
  "elements": ["C", "C", "N", "N", "O", "H", "H", "H", "H", "H"],
  "positions_angstrom": [[0.6885, 0.7655, -0.0666], [-0.7013, -1.2596, -0.3894], [1.0668, 1.7356, 0.6823], [-0.4192, 0.0158, 0.1674], [1.1412, 2.8465, 1.0829], [1.4422, 0.3654, -0.6864], [-1.6247, -1.5163, 0.0030], [-0.0703, -2.1042, -0.2583], [-0.5682, -1.2299, -1.4331], [-0.9551, 0.3813, 0.8982]]
}

=====

two | {
  "formula": "C2H5N2O",
  "method": "the ωB97M-V functional and the def2-TZVPD basis",
  "homo_energy_ev": -14.69,
  "mol_weight_g_mol": 73.07,
  "charge": 1,
  "gap_ha": 0.356,
  "elements": ["C", "C", "N", "N", "O", "H", "H", "H", "H", "H"],
  "positions_angstrom": [[-0.0353, 0.1270, -0.1473], [1.0550, -0.5292, 0.6133], [1.1061, 0.8430, -0.9155], [-1.3070, 0.3139, -0.1502], [2.0387, 0.0277, -0.2496], [1.1512, -0.1699, 1.6481], [1.0846, -1.6231, 0.6112], [1.2052, 0.9604, -1.9148], [-1.8909, -0.1232, 0.5557], [-1.7497, 0.9046, -0.8469]]
}

=====

Energies relative to the most stable structure are one 0.0569; two 0.0000, reported in hartree.